{"formula": "C48H122BN10O22", "method": "ωB97M-V with the def2-TZVPD basis set", "homo_lumo_gap_ev": 8.6, "max_force_ev_per_a": 3.34, "lumo_energy_ev": 1.82, "total_charge": -1, "molar_mass_da": 1202.364, "multiplicity": 1, "elements": ["H", "H", "C", "H", "C", "H", "H", "H", "N", "C", "H", "H", "H", "C", "H", "H", "H", "O", "H", "N", "C", "H", "H", "H", "H", "H", "H", "O", "C", "O", "H", "C", "H", "O", "H", "H", "O", "C", "H", "H", "C", "C", "H", "H", "N", "H", "H", "H", "H", "H", "H", "H", "H", "H", "H", "H", "H", "H", "H", "H", "C", "H", "C", "C", "H", "C", "H", "H", "C", "H", "H", "H", "H", "O", "H", "H", "C", "H", "H", "H", "H", "H", "N", "C", "H", "H", "H", "C", "C", "H", "C", "C", "H", "N", "C", "O", "H", "H", "C", "H", "C", "H", "C", "H", "N", "H", "O", "C", "H", "H", "O", "C", "H", "C", "H", "C", "H", "H", "H", "H", "H", "H", "H", "H", "C", "H", "O", "O", "H", "H", "H", "H", "O", "C", "H", "O", "H", "H", "H", "H", "C", "C", "C", "H", "H", "H", "C", "H", "N", "H", "H", "O", "O", "H", "C", "H", "C", "C", "C", "H", "H", "H", "O", "H", "H", "O", "O", "H", "C", "C", "C", "H", "H", "H", "C", "H", "N", "O", "H", "O", "H", "H", "H", "H", "C", "H", "N", "H", "C", "N", "H", "C", "H", "H", "H", "H", "C", "H", "O", "C", "O", "B", "H"], "xyz": [[2.98, 6.24, -0.21], [-2.12, -6.13, 0.27], [-4.51, 4.01, 0.80], [-3.96, -0.90, 3.07], [-1.89, 1.71, -5.47], [4.87, -2.37, 0.21], [-7.88, 0.48, 2.02], [2.38, -5.27, -2.64], [-6.84, 3.74, 1.11], [5.85, -0.77, -4.10], [-1.12, -4.06, -3.99], [6.20, 1.23, -4.97], [0.92, -5.46, -0.03], [-7.29, -0.04, 1.27], [-1.29, 4.20, -0.95], [5.69, -3.79, 2.74], [-3.62, -6.06, 1.19], [4.30, -3.63, -1.36], [0.12, -6.63, 2.69], [2.78, 3.38, -3.60], [-1.46, 4.95, -1.73], [-2.19, 0.88, -6.12], [3.02, -1.19, -3.14], [-7.18, -0.08, -0.95], [0.21, -4.68, -1.42], [3.93, 4.38, 5.97], [8.02, -1.95, 3.59], [2.44, 0.15, 3.44], [3.29, 4.90, 5.25], [2.14, 2.82, 0.42], [-3.46, -3.73, 0.47], [0.91, -5.47, -1.12], [3.04, 2.86, -2.77], [-1.13, 1.85, 3.38], [-8.03, 1.35, -0.31], [1.23, 5.10, -5.27], [-1.10, 2.52, -6.23], [5.79, 0.76, -4.08], [2.65, 7.46, 1.08], [-7.07, -3.99, 2.62], [-7.15, 2.90, -3.22], [1.43, 1.92, 0.07], [0.64, -0.78, 3.76], [4.12, -5.76, -1.04], [-1.63, -0.16, 5.26], [4.33, -1.51, -1.21], [5.35, -1.10, -3.19], [-3.48, -8.39, 2.28], [0.52, -6.46, -1.34], [2.97, 2.02, 4.21], [-7.78, 3.81, 0.75], [-3.39, -2.03, -5.75], [-2.13, 4.47, -2.44], [-1.47, 3.39, 1.98], [3.03, 6.93, 3.29], [6.38, 1.03, -3.20], [-1.59, -1.29, -4.95], [4.50, -0.08, 1.06], [2.92, -2.59, -4.11], [-6.29, 3.14, -3.84], [2.78, -1.51, -4.15], [-6.11, 5.20, -0.20], [-2.14, -0.23, 3.87], [-7.19, -1.60, 1.49], [-8.13, -1.96, 1.05], [2.86, -3.72, -1.14], [7.36, -1.08, -5.35], [2.42, 4.29, 5.02], [6.95, -2.15, 3.47], [-3.22, 1.69, 3.92], [1.42, 6.47, -4.09], [-0.97, -1.87, -2.48], [4.31, 3.89, 2.02], [-0.19, 5.28, -2.23], [5.01, -1.40, 3.00], [-7.98, 3.32, -3.79], [-2.32, -1.72, -4.26], [5.20, -1.01, -6.18], [2.89, 5.84, 5.63], [-1.76, -3.44, 0.42], [-3.98, -0.75, 4.84], [-3.66, 4.16, 0.13], [-2.58, -8.46, 1.84], [-1.13, 3.20, 3.00], [-1.83, 5.81, -1.17], [6.95, -3.39, 1.52], [-2.75, -2.69, 1.65], [1.67, -1.91, 2.23], [2.06, 1.44, 4.07], [6.99, -3.44, 5.11], [4.84, -2.41, -0.88], [0.54, 4.15, -2.75], [-6.55, 2.77, 1.17], [4.18, 4.54, 1.26], [-5.87, 4.17, 0.09], [-3.13, -2.59, -5.02], [4.96, 6.30, 1.98], [-0.11, -7.50, 1.12], [1.32, -0.58, 2.93], [-8.85, -0.11, -0.34], [3.39, 6.81, 0.62], [6.23, -0.22, 3.68], [-1.97, -7.16, 2.16], [6.91, -1.90, 5.53], [-5.97, 0.53, 1.47], [-5.20, 3.62, -1.84], [3.01, 0.68, -1.37], [-6.42, -3.22, 3.05], [3.40, 4.08, 0.83], [-2.25, -7.01, 3.20], [-1.16, 1.18, -1.74], [-5.97, 3.26, -1.17], [-2.89, -0.93, -3.77], [1.81, 5.52, -4.45], [-1.40, 1.28, -4.60], [-0.45, -7.39, 2.15], [-2.36, -3.17, -2.67], [-2.31, 0.40, 5.75], [-5.32, 0.17, 0.77], [-6.32, -3.43, 4.12], [0.77, -3.70, 1.51], [-2.13, -9.21, 2.36], [2.44, 5.06, -2.48], [-1.49, -0.84, 3.25], [0.45, -2.72, 1.87], [1.52, 1.23, 4.99], [-6.94, -1.88, 2.87], [-3.51, -0.79, -0.10], [-0.26, 2.07, -6.30], [-0.15, 3.78, -3.51], [-0.16, -8.35, 2.58], [2.65, -3.62, -0.08], [0.87, -0.06, -1.02], [-1.62, -2.49, -3.10], [2.32, -1.72, 1.37], [-3.78, 3.19, -6.17], [-5.66, 0.19, 2.37], [-5.71, 2.21, -1.00], [5.90, -2.45, -1.11], [1.77, -1.22, -4.42], [1.92, 4.56, -3.30], [3.19, 5.88, 3.08], [-2.54, -6.01, 1.27], [0.86, 0.02, 2.14], [4.81, 1.20, -3.92], [-0.90, 0.52, 5.09], [3.96, 5.91, 1.76], [1.38, 2.01, 3.44], [6.59, -2.55, 4.83], [-4.38, 4.78, 1.57], [-0.12, 3.59, 3.16], [-7.18, 3.36, -1.89], [6.39, -0.66, 1.69], [3.11, -5.93, 0.14], [5.52, 0.30, 1.17], [-2.70, 1.04, 2.36], [4.90, -1.32, -5.17], [-3.42, -1.12, 3.98], [-7.85, 0.29, -0.17], [-3.19, -2.19, 4.08], [2.92, -2.07, 3.74], [4.90, -2.41, -5.19], [-1.22, -0.23, 0.18], [5.79, 0.40, 0.12], [4.15, 7.52, 0.28], [-0.66, -3.30, -3.62], [-2.16, -4.77, 1.88], [-1.77, 3.76, 3.69], [6.04, -1.04, 2.99], [-2.43, 0.83, -1.56], [2.39, -5.14, -1.56], [-0.33, -2.74, 2.63], [2.80, 5.71, -4.86], [-0.07, -2.41, 0.96], [-2.51, -0.13, -0.34], [5.60, 1.29, 1.61], [7.17, -1.26, -4.37], [-3.39, 1.16, -2.26], [-7.21, 1.81, -3.24], [3.58, -0.76, -5.14], [7.22, -4.33, 2.96], [2.27, -2.96, -1.65], [3.64, 3.84, -3.89], [1.88, -3.25, 3.75], [1.89, 0.82, -0.95], [-3.94, 1.91, -4.56], [2.49, -2.75, 3.12], [-5.53, -3.36, 2.44], [-2.39, 1.22, 3.39], [3.20, -6.12, -0.84], [7.28, -2.24, -4.16], [6.71, -3.44, 2.58], [-2.81, 3.31, -4.40], [-6.33, -1.94, 0.90], [0.65, 3.34, -2.02], [2.25, 5.35, 2.95], [-3.20, 2.53, -5.06], [-4.46, 3.05, 1.31], [4.02, 5.24, 4.07], [-2.59, -3.62, 1.10], [0.15, 1.78, 0.25], [-0.34, 0.65, -0.61], [-4.26, 3.94, -5.81]], "lowdin_charge": [0.062, 0.120, -0.056, 0.048, -0.269, 0.070, 0.135, 0.131, 0.031, -0.450, 0.093, 0.077, 0.041, -0.379, 0.070, 0.070, 0.115, -0.188, 0.077, 0.057, -0.112, 0.103, 0.049, 0.080, 0.056, 0.090, 0.129, -0.197, -0.106, 0.123, 0.083, -0.056, 0.045, -0.204, 0.052, 0.081, -0.046, -0.049, 0.062, 0.077, -0.110, -0.399, 0.114, 0.055, 0.041, 0.062, 0.110, 0.062, 0.073, 0.078, 0.062, 0.083, 0.076, 0.083, 0.115, 0.076, 0.112, 0.073, 0.081, 0.071, -0.065, 0.133, -0.405, -0.189, 0.113, -0.163, 0.069, 0.064, -0.394, 0.137, 0.081, 0.124, 0.049, -0.181, 0.111, 0.085, -0.232, 0.118, 0.082, 0.065, 0.077, 0.055, 0.011, -0.089, 0.092, 0.067, 0.061, -0.401, -0.041, 0.060, -0.113, -0.153, 0.015, 0.038, -0.387, -0.054, 0.122, 0.067, -0.182, 0.069, -0.035, 0.126, -0.417, 0.062, 0.044, 0.109, 0.134, -0.091, 0.008, 0.125, 0.207, -0.211, 0.101, -0.058, 0.104, -0.056, 0.128, 0.064, 0.044, 0.090, 0.068, 0.059, 0.122, 0.107, -0.059, 0.084, -0.191, 0.112, 0.096, 0.118, 0.065, 0.108, 0.216, -0.246, 0.117, -0.070, 0.056, 0.106, 0.098, 0.086, -0.415, -0.203, -0.171, 0.113, 0.060, 0.036, -0.402, 0.055, 0.009, 0.076, 0.075, -0.189, -0.180, 0.067, -0.115, 0.110, -0.227, -0.049, -0.045, 0.080, 0.047, 0.116, 0.184, 0.087, 0.067, -0.066, -0.191, 0.089, -0.216, -0.347, -0.392, 0.083, 0.071, 0.057, -0.290, 0.093, 0.048, 0.100, 0.084, -0.184, 0.058, 0.115, 0.061, 0.065, -0.336, 0.092, 0.053, 0.069, -0.188, 0.033, 0.071, -0.053, 0.096, 0.117, 0.102, 0.121, -0.217, 0.059, -0.193, -0.106, 0.210, -0.905, 0.075]}


{"formula": "C9H12O", "method": "ωB97M-V with the def2-TZVPD basis set", "homo_lumo_gap_ev": 8.8, "max_force_ev_per_a": 8.31, "lumo_energy_ev": 0.93, "relative_energy_kj_mol": 623.4, "total_charge": 0, "molar_mass_da": 136.194, "multiplicity": 1, "elements": ["C", "C", "H", "C", "H", "C", "H", "C", "C", "H", "H", "C", "H", "H", "O", "H", "H", "H", "C", "C", "H", "H"], "xyz": [[1.28, 0.05, -1.26], [-1.20, -1.05, 1.61], [-2.70, -0.58, -1.00], [0.46, 1.27, -1.84], [-1.23, -0.78, -1.76], [-1.14, -0.84, 0.29], [1.16, -0.87, -1.94], [0.88, -0.45, 0.16], [1.91, -0.49, 1.23], [-0.36, 1.08, -2.64], [-0.24, -0.89, 3.58], [0.39, 2.53, -1.44], [-2.11, -1.31, 2.05], [-2.03, -2.29, -0.90], [1.32, -0.84, 2.43], [-0.16, 0.64, 2.55], [0.84, 3.16, -0.68], [2.28, 0.27, -1.24], [-0.10, -0.47, 2.56], [-1.82, -1.20, -0.91], [2.91, -0.08, 1.16], [-0.33, 3.15, -1.99]], "lowdin_charge": [-0.215, -0.063, 0.086, -0.181, 0.070, -0.111, 0.122, 0.000, -0.090, 0.109, 0.120, -0.024, 0.079, 0.107, -0.158, 0.128, 0.051, 0.055, -0.155, -0.086, 0.108, 0.048]}


{"formula": "C2H6O2", "method": "ωB97M-V with the def2-TZVPD basis set", "homo_lumo_gap_ev": 11.8, "max_force_ev_per_a": 2.96, "lumo_energy_ev": 0.94, "relative_energy_kj_mol": 72.8, "total_charge": 0, "molar_mass_da": 62.068, "multiplicity": 1, "smiles": "CC(O)O", "elements": ["H", "O", "C", "H", "H", "C", "H", "O", "H", "H"], "xyz": [[-0.68, -1.62, -0.56], [-1.23, 0.86, 0.24], [0.86, 0.23, -0.55], [-1.65, 1.24, 0.98], [0.08, 0.02, 1.68], [-0.19, -0.05, 0.50], [1.76, -0.19, -0.32], [-0.55, -1.41, 0.39], [1.08, 1.25, -0.93], [0.50, -0.33, -1.43]], "lowdin_charge": [0.098, -0.010, -0.033, 0.067, 0.190, -0.513, 0.043, -0.031, 0.097, 0.092]}


{"formula": "C25H40IrO4S2Si2", "method": "ωB97M-V with the def2-TZVPD basis set", "homo_lumo_gap_ev": [6.7, 5.7], "max_force_ev_per_a": 0.59, "lumo_energy_ev": [-3.25, -5.94], "relative_energy_kj_mol": 86.9, "total_charge": 1, "molar_mass_da": 717.114, "multiplicity": 5, "s2": 6.022, "elements": ["H", "H", "H", "Ir", "O", "H", "C", "H", "H", "H", "C", "H", "H", "C", "C", "H", "H", "H", "Si", "H", "C", "H", "C", "S", "H", "C", "O", "H", "O", "C", "C", "H", "C", "C", "H", "C", "C", "C", "C", "H", "Si", "S", "O", "H", "H", "H", "H", "C", "H", "C", "C", "H", "C", "H", "H", "C", "C", "H", "H", "H", "H", "C", "H", "H", "C", "H", "H", "H", "C", "C", "H", "H", "H", "H"], "xyz": [[3.65, 6.98, -2.32], [-4.11, 6.09, -2.43], [5.05, -0.12, 4.36], [0.13, 0.41, -0.19], [-1.97, 0.59, 0.95], [2.19, 7.73, -1.65], [-0.43, 4.80, 2.78], [4.11, 3.76, 2.83], [2.81, 5.02, 0.82], [-2.25, 4.94, -3.76], [2.39, 5.62, -1.22], [0.27, 2.75, 2.86], [-3.91, 3.51, -2.32], [0.30, 3.66, 3.47], [3.04, 5.84, 0.14], [5.19, 2.34, 4.53], [-2.37, 4.38, 3.55], [2.07, 6.68, -3.07], [-0.10, 4.83, -0.07], [4.94, 1.59, -4.75], [2.88, 4.35, -1.88], [2.69, 6.77, 0.59], [4.46, 1.26, -3.83], [0.22, 2.60, -0.40], [2.87, 2.74, 0.97], [-1.90, 4.46, 2.58], [0.23, 4.97, 1.48], [2.37, 4.18, -2.83], [0.94, 5.51, -1.05], [2.51, 0.48, -2.67], [5.19, 1.18, -2.66], [-3.76, 3.61, -0.55], [-0.25, 6.11, 3.51], [3.12, 0.91, -3.84], [5.16, 0.72, -0.57], [4.04, 2.68, 2.76], [3.23, 0.40, -1.47], [4.57, 0.50, 3.62], [-2.46, 4.96, -1.63], [-0.64, 6.02, 4.52], [2.48, -0.14, 0.15], [-0.18, -2.90, -0.74], [-1.63, 5.09, -0.44], [1.47, 0.19, -2.72], [6.24, 1.44, -2.65], [0.81, 6.37, 3.57], [-2.38, -0.29, 1.02], [-0.47, -1.39, -0.80], [-2.50, 2.81, -1.52], [3.89, -0.08, 2.56], [4.58, 0.76, -1.49], [2.74, 3.47, -1.25], [3.35, 2.10, 1.71], [-2.41, 5.24, 2.01], [-0.93, 4.13, -2.92], [-3.42, 6.14, -1.59], [3.27, 0.71, 1.58], [2.64, -1.59, 0.38], [-2.02, 3.51, 2.06], [-1.01, 5.90, -2.93], [3.95, 4.43, -2.08], [-1.60, 4.98, -2.88], [3.84, -1.16, 2.49], [-2.59, 1.12, 0.43], [4.65, 1.88, 3.71], [4.12, 5.89, 0.02], [-0.78, 6.91, 3.00], [-3.99, 6.13, -0.66], [2.58, 6.83, -2.12], [-3.21, 3.64, -1.49], [-2.86, 7.08, -1.64], [2.55, 0.96, -4.76], [1.35, 3.92, 3.64], [-0.16, 3.44, 4.43]], "lowdin_spin": [0.000, 0.000, 0.000, 1.851, 0.087, 0.000, 0.002, 0.000, 0.000, 0.000, 0.002, 0.001, 0.000, 0.001, 0.000, 0.000, 0.000, 0.000, 0.062, 0.000, 0.015, 0.000, 0.002, 0.810, 0.002, 0.002, 0.030, 0.000, 0.019, 0.017, 0.003, 0.000, 0.001, 0.001, 0.000, 0.000, 0.036, 0.000, 0.001, 0.000, 0.143, 0.413, 0.017, 0.007, 0.000, 0.000, 0.003, 0.377, 0.005, 0.006, 0.006, 0.013, 0.004, 0.000, 0.002, 0.001, 0.016, 0.019, 0.003, 0.000, 0.001, 0.002, 0.000, 0.004, 0.005, 0.000, 0.000, 0.000, 0.001, 0.005, 0.000, 0.000, 0.000, 0.000]}